Entry 1:
47
Properties=species:S:1:pos:R:3:forces:R:3 method="wB97M-V/def2-TZVPD" homo_energy_ev="-3.5 / -4.4" spin_multiplicity=2 charge=-1 orbital_gap_ha="0.2144 / 0.2421" total_energy_ev=-168656.70499 de_lowest_kcal_mol=5.11
Hg -0.4468 0.6560 1.4351 -0.005 0.258 0.090
C -2.3700 1.1341 6.1561 -0.031 -0.031 0.040
C -1.7571 0.1248 5.2083 0.192 0.059 -0.045
S -2.8172 -0.8077 4.2899 -0.084 -0.082 -0.044
C -0.3479 0.0268 5.1789 -0.022 0.075 0.150
C 0.4214 0.9093 6.1424 0.048 0.023 -0.020
S 0.5507 -0.9912 4.1851 -0.175 -0.035 -0.029
H -3.4527 1.1138 6.0678 0.002 -0.004 0.001
H -2.0217 2.1491 5.9442 0.004 -0.006 -0.014
H -2.1008 0.9168 7.1947 -0.007 0.014 0.000
H 0.1760 0.6733 7.1831 -0.007 -0.002 -0.010
H 0.1889 1.9680 5.9945 0.008 0.001 -0.007
H 1.4888 0.7671 5.9987 -0.002 -0.001 0.005
C 2.0076 0.0055 -6.0557 -0.010 -0.035 -0.053
Ge 1.9916 0.5773 -4.1673 0.043 0.086 -0.081
C 3.8338 0.6172 -3.5476 0.075 0.018 0.068
C 1.1307 2.3170 -4.1169 -0.097 0.041 0.032
C 0.9743 -0.9099 -3.3275 -0.230 -0.235 0.030
Se 0.2456 -0.4739 -1.5909 0.452 0.535 -0.188
C -1.1886 0.6732 -2.1511 -0.083 -0.036 0.081
H 2.5666 0.7227 -6.6604 0.000 -0.011 0.006
H 0.9878 -0.0406 -6.4444 0.017 -0.006 -0.015
H 2.4661 -0.9768 -6.1828 0.000 0.003 0.007
H 4.4484 1.2215 -4.2171 -0.008 -0.011 -0.006
H 4.2494 -0.3914 -3.5184 0.014 0.000 -0.005
H 3.8670 1.0401 -2.5451 0.017 -0.003 -0.017
H 1.6398 2.9834 -4.8155 0.005 0.017 0.004
H 1.1786 2.7244 -3.1051 0.003 -0.011 0.011
H 0.0852 2.2450 -4.4215 0.011 0.012 -0.033
H 1.6274 -1.7721 -3.1832 -0.004 0.003 -0.010
H 0.1515 -1.2264 -3.9710 -0.012 -0.011 0.037
H -0.8301 1.6835 -1.9391 0.101 0.004 0.080
H -2.0540 0.4230 -1.5454 0.002 -0.030 -0.026
H -1.3780 0.5170 -3.2098 -0.004 -0.002 0.003
C -0.1423 -2.7991 1.2222 -0.180 -0.116 -0.119
N -1.5088 -2.4427 1.5532 0.003 0.081 -0.225
C -2.3526 -1.9639 0.6009 0.210 0.184 0.302
N -3.5780 -1.5286 1.0675 0.024 0.055 -0.129
O -2.0871 -1.9264 -0.6009 -0.129 -0.267 -0.376
H 0.1117 -3.7668 1.6580 0.026 0.052 0.067
H 0.5506 -2.0442 1.5955 0.065 -0.071 -0.019
H -0.0579 -2.8724 0.1410 0.006 -0.029 -0.012
H -1.6458 -2.0548 2.4827 -0.075 -0.143 0.316
H -3.5868 -1.1336 1.9986 0.046 -0.084 0.169
H -4.0388 -0.9473 0.3876 -0.036 0.006 -0.049
O 1.2616 2.0147 -0.8343 -0.258 0.125 -0.023
O 1.5621 0.8653 -1.5349 0.084 -0.392 0.058

Entry 2:
56
Properties=species:S:1:pos:R:3:forces:R:3 method="wB97M-V/def2-TZVPD" homo_energy_ev=-8.2 charge=0 smiles="NC(=O)C[C@@H](NC(=O)c1cccc(Br)c1)c1ccc(N2CCCCCC2)c([N+](=O)[O-])c1" orbital_gap_ha=0.2892 total_energy_ev=-107411.51388 de_lowest_kcal_mol=15.40
N -3.2281 -4.2896 -0.6528 -0.455 -0.239 -0.363
C -2.1747 -4.0786 0.1542 -0.129 0.418 0.313
O -1.2953 -4.8896 0.3518 0.405 -0.302 0.078
C -2.1930 -2.6940 0.7956 0.071 -0.209 -0.131
C -1.9861 -1.5930 -0.2731 -0.213 -0.188 -0.125
N -2.9635 -0.5345 -0.1143 0.306 0.129 -0.058
C -4.2327 -0.6998 -0.5415 0.192 0.280 0.157
O -4.6144 -1.7299 -1.0758 -0.175 -0.216 -0.064
C -5.1390 0.4635 -0.3215 -0.287 0.228 -0.040
C -4.6853 1.7798 -0.3064 -0.020 -0.159 0.019
C -5.5823 2.8178 -0.1232 0.005 0.030 0.037
C -6.9313 2.5610 0.0527 -0.063 -0.054 -0.010
C -7.3743 1.2486 0.0249 -0.174 -0.055 0.040
Br -9.2286 0.8833 0.2557 0.229 0.045 -0.029
C -6.4962 0.1996 -0.1680 0.019 -0.027 -0.008
C -0.5779 -1.0551 -0.2723 0.088 0.226 -0.039
C 0.5075 -1.9301 -0.1250 -0.052 0.203 -0.047
C 1.7968 -1.4662 -0.0935 0.011 0.008 -0.069
C 2.1087 -0.0920 -0.2058 -0.426 0.233 -0.046
N 3.3690 0.3615 0.0193 0.047 -0.025 -0.098
C 3.5932 1.6674 0.5967 0.130 0.392 0.180
C 4.7082 1.7020 1.6453 0.015 0.153 -0.160
C 6.0903 1.9598 1.0515 0.064 -0.282 0.181
C 6.6575 0.7611 0.3005 -0.052 0.278 -0.163
C 5.7221 0.2305 -0.7823 0.115 -0.194 0.239
C 4.5013 -0.5091 -0.2259 0.147 -0.145 -0.198
C 1.0130 0.7592 -0.4845 -0.130 -1.328 0.389
N 1.1573 2.0990 -0.9365 0.160 0.876 -0.396
O 0.2175 2.8630 -0.7691 0.040 0.162 0.029
O 2.1807 2.4078 -1.5273 -0.231 0.009 -0.144
C -0.2988 0.2749 -0.4789 0.034 -0.036 0.001
H -3.8919 -3.5500 -0.8540 0.076 -0.007 0.030
H -3.2943 -5.1573 -1.1579 0.102 0.006 0.044
H -1.4249 -2.6402 1.5665 -0.055 -0.075 -0.042
H -3.1682 -2.5545 1.2645 0.029 0.029 -0.028
H -2.1878 -2.0306 -1.2615 0.016 0.082 0.221
H -2.7292 0.2383 0.4877 -0.116 0.024 -0.020
H -3.6425 2.0070 -0.4682 0.122 0.008 -0.026
H -5.2297 3.8377 -0.1192 0.031 0.090 -0.010
H -7.6318 3.3681 0.2008 -0.052 0.047 0.008
H -6.8424 -0.8222 -0.2052 -0.029 -0.049 -0.010
H 0.3281 -2.9886 -0.0151 0.001 -0.193 0.078
H 2.5899 -2.1757 0.0738 0.112 -0.033 0.060
H 2.6570 1.9678 1.0802 0.092 -0.002 -0.107
H 3.8075 2.4121 -0.1831 -0.027 -0.074 0.260
H 4.7082 0.7790 2.2267 -0.025 -0.029 0.139
H 4.4763 2.5193 2.3312 -0.047 -0.050 0.031
H 6.0273 2.8152 0.3753 0.013 0.082 -0.005
H 6.7789 2.2269 1.8560 0.024 0.084 -0.028
H 7.6033 1.0532 -0.1602 0.064 -0.060 0.038
H 6.8736 -0.0438 1.0078 0.048 -0.048 0.013
H 5.3910 1.0412 -1.4314 -0.015 0.015 -0.134
H 6.2810 -0.4767 -1.3982 -0.049 0.016 -0.049
H 4.1853 -1.2439 -0.9691 0.029 0.019 0.125
H 4.7902 -1.0504 0.6855 0.008 -0.082 -0.071
H -1.0764 0.9893 -0.7032 -0.022 -0.012 0.008

Entry 3:
12
Properties=species:S:1:pos:R:3:forces:R:3 method="wB97M-V/def2-TZVPD" homo_energy_ev=-9.7 charge=0 smiles=CSn1cnnc1 orbital_gap_ha=0.3743 total_energy_ev=-18496.54990 de_lowest_kcal_mol=31.08
C -1.9634 0.0116 0.6529 -0.044 -0.032 0.324
S -1.2428 -0.0191 -0.9995 0.086 0.028 0.069
N 0.4104 -0.0164 -0.5929 0.228 0.671 -0.047
C 1.2368 -1.0823 -0.3884 0.296 -0.308 0.179
N 2.4476 -0.7009 -0.0942 -0.519 0.187 -0.147
N 2.4475 0.6871 -0.1094 -0.650 -0.025 -0.193
C 1.2366 1.0768 -0.4124 0.641 -0.724 0.224
H -3.0574 -0.0011 0.5119 0.435 -0.066 0.052
H -1.6869 0.9337 1.1901 -0.089 -0.433 -0.226
H -1.6406 -0.8857 1.2084 -0.259 0.472 -0.168
H 0.8847 -2.1025 -0.4583 0.089 0.118 -0.011
H 0.9276 2.0989 -0.5081 -0.214 0.113 -0.055

Entry 4:
8
Properties=species:S:1:pos:R:3:forces:R:3 method="wB97M-V/def2-TZVPD" homo_energy_ev="-17.3 / -16.6" charge=+1 orbital_gap_ha="0.3417 / 0.3552" total_energy_ev=-18188.29731 de_lowest_kcal_mol=116.94
O 0.6174 0.7436 1.3188 -0.009 0.602 -0.364
O 0.5569 1.0433 -1.1935 0.439 -0.229 -0.073
O -1.8310 -1.2323 0.0403 1.676 1.562 0.678
F 1.5467 -0.9775 -0.2576 -1.064 0.937 0.073
P 0.4116 0.0616 -0.0343 -0.752 -2.358 0.032
H 0.5376 0.3707 2.2059 -0.128 -0.357 0.182
H 0.0258 1.8285 -1.3716 -0.323 0.254 0.092
H -1.8652 -1.8379 -0.7080 0.161 -0.411 -0.621

Entry 5:
22
Properties=species:S:1:pos:R:3:forces:R:3 method="wB97M-V/def2-TZVPD" homo_energy_ev="1.5 / -7.6" spin_multiplicity=2 charge=-1 orbital_gap_ha="0.0961 / 0.4292" total_energy_ev=-6479.80479 de_lowest_kcal_mol=3.31
C -1.0847 2.9586 1.6666 -0.072 0.192 0.729
C -0.8738 3.6260 0.3194 -0.369 0.250 -0.240
H -2.1250 2.6911 1.8367 -0.169 -0.005 -0.031
H -0.5245 2.0544 1.8122 0.358 -0.599 -0.429
H -0.7600 3.5496 2.5261 -0.200 0.432 -0.125
H -0.6209 2.8965 -0.4445 0.242 -0.090 -0.083
H -0.1227 4.4164 0.3356 0.200 -0.176 0.019
H -1.7918 4.1016 -0.0423 -0.012 0.040 0.154
C 0.1542 -1.6050 -0.5675 1.307 -1.050 -1.463
C 0.7935 -0.8705 0.5986 -1.177 0.036 0.088
C 1.0143 -1.3858 -1.8516 -0.191 0.546 0.192
C 0.0730 -3.1267 -0.3186 -0.747 0.959 -0.233
H -0.8168 -1.2778 -0.9413 -0.296 0.340 0.957
H 1.6313 -1.4310 0.9891 0.554 -0.118 -0.255
H 0.1151 -0.8074 1.4577 -0.108 0.308 -0.106
H 0.8379 -2.1713 -2.5755 0.003 -0.382 -0.220
H 0.7173 -0.4555 -2.3533 0.061 0.048 0.153
H 2.0881 -1.2958 -1.6742 -0.019 -0.220 0.207
H 1.0693 -3.5276 -0.2436 0.365 -0.334 0.244
H -0.5378 -3.3456 0.5571 0.170 -0.139 0.227
H -0.4260 -3.5819 -1.1738 -0.005 -0.238 -0.110
H 1.0948 0.1211 0.2680 0.103 0.199 0.326

Entry 6:
52
Properties=species:S:1:pos:R:3:forces:R:3 method="wB97M-V/def2-TZVPD" homo_energy_ev=-8.5 charge=0 orbital_gap_ha=0.3037 total_energy_ev=-63670.80600
O 3.4336 2.4092 0.6889 0.317 2.328 -0.984
C 2.3751 1.8775 0.7794 0.766 -2.126 0.814
O 1.1337 2.3885 0.5141 6.304 3.959 -1.373
H 0.5388 1.7923 0.7614 -4.273 -4.460 1.956
C 2.5029 0.4716 1.3268 -8.845 -2.437 2.568
N 1.1722 0.1122 1.7433 3.806 1.640 -1.797
N 0.8610 -0.9791 2.3977 -2.847 -2.896 -1.409
C 1.7289 -2.1323 2.5717 -1.264 1.891 2.254
O 1.3444 -3.1402 3.1824 0.717 1.788 -1.901
C 3.1019 -1.6412 2.3706 -0.188 -6.772 1.332
C 3.9624 -2.7497 2.8105 8.387 13.348 -6.367
C 5.4301 -2.4585 2.4996 -4.693 6.193 -2.182
C 5.9122 -0.9929 1.8083 -10.443 -5.165 3.205
C 4.6774 -0.1923 1.5838 16.006 2.554 -1.858
C 3.4873 -0.5159 1.7066 -7.798 0.344 0.591
H 5.0382 0.8154 1.2440 -1.254 -0.861 0.064
H 6.8661 -0.6848 1.7458 3.094 0.928 -0.344
H 6.2158 -2.9318 2.8694 3.074 -2.883 1.389
H 3.6826 -3.5680 3.0966 -3.297 -8.714 3.540
C -0.6970 -1.3829 2.2907 2.231 1.020 -2.781
H -0.8001 -2.1536 2.9474 -0.455 -1.744 2.366
H -1.2322 -0.5048 2.4815 -0.750 1.065 0.445
C -1.0146 -2.1348 0.8900 -2.526 2.195 0.349
O -0.1069 -2.6991 0.4608 5.208 -3.036 -2.114
N -2.2137 -2.2684 0.1598 -1.449 7.795 13.856
C -3.2929 -1.0910 0.6332 7.969 0.764 -3.649
H -3.9920 -1.5689 0.9532 -8.477 -5.916 3.637
C -3.6727 -0.3185 -0.5772 5.564 4.606 3.378
N -2.4201 -0.2005 -1.3427 0.877 -0.605 -2.602
S -1.1444 0.7893 -0.9835 1.756 -7.566 -15.668
O 0.0157 -0.0178 -1.4573 -1.892 2.796 0.523
O -1.1799 1.0406 0.2830 -0.941 4.516 14.965
C -1.4204 2.1720 -2.0307 5.939 3.035 9.525
C -0.8178 3.4579 -1.5707 -0.665 -2.199 1.495
C -1.0137 4.5475 -2.3374 -2.085 -0.659 -0.060
C -1.8440 4.3053 -3.6031 3.582 3.286 -0.843
C -2.0333 3.0886 -4.2400 6.123 3.890 15.097
C -2.0419 2.1563 -3.0737 -4.276 -5.596 -13.826
H -2.2749 1.0392 -3.6033 0.002 2.717 2.134
H -2.5867 2.9735 -4.9192 -7.326 -1.863 -10.276
Cl -1.8889 5.9631 -4.5325 -0.434 -2.051 0.786
H -0.8163 5.4724 -1.7327 -0.279 -0.305 -1.914
H -0.4056 3.4525 -0.5058 -0.305 0.454 -1.982
C -2.0417 -1.4667 -1.9855 -5.252 0.607 -3.931
H -1.0831 -1.6641 -2.3327 1.620 0.848 -0.439
C -2.4199 -2.5032 -1.0723 1.634 -4.730 -4.085
H -3.3893 -2.8766 -1.0205 -1.963 -1.031 -1.609
H -1.6560 -3.2576 -1.1496 -0.167 -1.642 -1.574
H -2.8504 -1.8041 -2.9990 2.328 1.647 2.315
H -3.6892 0.7172 -0.0991 -1.321 -0.847 -1.158
H -4.4705 -0.6018 -1.1136 -2.776 -0.901 -2.026
H -2.9702 -0.5412 1.4812 0.935 0.794 0.166

Number 1: M 650.6 u. Number 2: M 489.4 u. Number 3: M 115.2 u. Number 4: M 101.0 u. Number 5: M 88.2 u. Number 6: M 490.9 u.